Record 1
97
Properties=species:S:1:pos:R:3 method="wB97M-V/def2-TZVPD" charge=-1 homo_ha="-0.265 / -0.265" spin_multiplicity=6 e_above_lowest_kcal_mol=0.0 s2=8.753
Mn -15.529 8.156 -41.832
C -17.561 7.311 -46.038
F -17.064 8.426 -46.587
F -18.691 6.960 -46.623
F -16.655 6.333 -46.226
S -17.844 7.558 -44.200
O -18.733 8.704 -44.102
O -18.442 6.319 -43.769
O -16.508 7.749 -43.607
C -13.056 7.576 -45.269
F -12.171 8.557 -45.251
F -14.260 7.908 -45.688
F -12.620 6.680 -46.158
S -13.149 6.729 -43.588
O -11.801 6.437 -43.211
O -13.778 7.725 -42.700
O -13.976 5.531 -43.702
C -15.079 11.633 -44.378
F -15.453 12.825 -44.766
F -15.865 10.676 -44.853
F -13.856 11.413 -44.860
S -15.074 11.572 -42.482
O -16.213 12.398 -42.147
O -15.266 10.151 -42.113
O -13.798 12.134 -42.110
C -8.635 10.320 -41.696
O -7.683 10.862 -41.177
N -9.510 9.532 -41.022
C -10.713 9.013 -41.609
C -9.268 9.225 -39.634
H -8.868 10.435 -42.765
H -10.604 8.841 -42.681
H -11.533 9.728 -41.468
H -10.973 8.034 -41.206
H -8.858 8.242 -39.375
H -8.551 9.882 -39.143
H -10.225 9.374 -39.126
C -12.275 3.127 -41.636
O -12.373 1.941 -41.858
N -11.704 3.680 -40.540
C -11.155 2.813 -39.512
C -11.655 5.092 -40.284
H -12.633 3.902 -42.332
H -11.921 2.681 -38.736
H -10.332 3.294 -38.982
H -10.883 1.808 -39.817
H -12.347 5.695 -40.873
H -12.037 5.250 -39.269
H -10.688 5.568 -40.409
C -14.000 10.106 -50.467
O -13.641 11.261 -50.629
N -13.702 9.369 -49.386
C -14.173 8.014 -49.240
C -13.041 9.927 -48.224
H -14.561 9.536 -51.224
H -13.390 7.299 -48.972
H -14.393 7.529 -50.204
H -15.099 7.901 -48.679
H -12.059 9.466 -48.090
H -12.921 10.998 -48.354
H -13.611 9.722 -47.318
C -6.758 9.376 -45.002
O -5.620 9.578 -44.639
N -7.406 8.189 -44.991
C -8.844 8.148 -45.227
C -6.709 6.973 -44.646
H -7.405 10.169 -45.411
H -9.005 7.528 -46.114
H -9.268 9.136 -45.370
H -9.353 7.631 -44.409
H -7.206 6.560 -43.757
H -6.792 6.251 -45.458
H -5.709 7.157 -44.265
C -18.631 2.894 -43.292
O -19.443 2.493 -42.474
N -17.305 2.726 -43.273
C -16.411 3.397 -44.196
C -16.643 1.841 -42.336
H -18.941 3.505 -44.159
H -15.828 2.729 -44.841
H -15.610 3.873 -43.627
H -16.998 4.094 -44.786
H -15.957 2.444 -41.738
H -17.375 1.358 -41.687
H -16.125 0.996 -42.794
C -9.471 4.197 -43.968
O -9.349 3.671 -45.063
N -8.456 4.261 -43.083
C -8.594 4.958 -41.792
C -7.155 3.687 -43.407
H -10.381 4.694 -43.610
H -7.572 5.246 -41.555
H -8.976 4.271 -41.035
H -9.259 5.812 -41.898
H -7.032 3.802 -44.484
H -6.361 4.259 -42.934
H -7.131 2.627 -43.159

---

Record 2
82
Properties=species:S:1:pos:R:3 method="wB97M-V/def2-TZVPD" charge=-1 homo_ha=-0.213
N -0.008 2.009 1.880
O -0.263 2.375 3.011
O -0.115 0.806 1.574
O 0.345 2.866 1.081
C 0.117 3.095 -2.394
O -0.337 2.618 -3.702
C -1.201 1.516 -3.700
C -0.618 0.184 -3.197
N 0.211 -0.398 -4.253
C 1.282 -1.246 -3.713
C 2.423 -1.393 -4.770
O 3.019 -0.176 -5.120
C 3.972 0.498 -4.246
H -0.704 3.249 -1.693
H 0.520 4.099 -2.527
H 0.865 2.456 -1.924
H -1.469 1.386 -4.748
H -2.192 1.689 -3.278
H -1.306 -0.609 -2.901
H -0.071 0.346 -2.269
H 0.577 0.397 -4.757
H 0.853 -2.212 -3.447
H 1.819 -0.890 -2.834
H 1.938 -1.719 -5.690
H 3.131 -2.094 -4.328
H 4.369 1.405 -4.702
H 4.812 -0.191 -4.160
H 3.514 0.711 -3.280
C 0.668 -4.969 -2.086
O -0.711 -4.562 -2.029
C -1.385 -5.666 -1.293
C -2.823 -5.264 -1.163
N -2.840 -3.915 -0.575
C -4.168 -3.262 -0.700
C -4.021 -1.800 -0.132
O -3.338 -1.002 -1.088
C -3.040 0.341 -0.562
H 1.071 -4.304 -2.850
H 0.852 -5.995 -2.404
H 1.211 -4.865 -1.146
H -0.987 -5.657 -0.278
H -1.273 -6.620 -1.807
H -3.338 -5.961 -0.502
H -3.200 -5.460 -2.167
H -2.268 -3.352 -1.187
H -4.912 -3.735 -0.059
H -4.500 -3.150 -1.732
H -3.544 -1.870 0.846
H -5.047 -1.537 0.125
H -2.773 0.913 -1.450
H -2.242 0.192 0.166
H -3.977 0.748 -0.182
C -0.346 6.036 3.096
C -1.290 5.376 4.090
O -0.501 5.399 5.297
C 0.506 6.229 5.197
O 1.421 6.247 5.943
O 0.408 6.848 3.922
H -0.901 6.712 2.446
H 0.259 5.386 2.465
H -1.488 4.342 3.806
H -2.276 5.828 4.196
C -0.173 -2.414 0.686
C 0.539 -1.738 -0.508
O 1.842 -2.170 -0.405
C 2.100 -2.603 0.785
O 3.248 -2.742 1.198
O 0.942 -2.582 1.481
H -0.703 -3.329 0.421
H -0.826 -1.659 1.124
H 0.496 -0.651 -0.432
H 0.144 -2.147 -1.438
C 2.489 2.152 5.185
C 3.227 3.193 5.963
O 2.824 2.914 7.312
C 2.578 1.608 7.323
O 2.378 0.966 8.348
O 2.635 1.139 6.129
H 3.103 1.872 4.328
H 1.494 2.451 4.857
H 2.681 4.121 5.795
H 4.293 3.193 5.739

---

Record 3
71
Properties=species:S:1:pos:R:3 method="wB97M-V/def2-TZVPD" homo_ha=-0.328
C -1.349 -1.345 6.710
C -1.594 -0.436 5.500
C -0.698 -0.866 4.330
C -1.262 -0.540 2.972
C -1.327 0.705 2.480
C -0.836 1.945 3.145
N 0.641 2.072 3.156
C 1.274 1.505 1.965
C -1.897 0.880 1.114
O -2.405 1.917 0.728
C -1.694 -0.279 0.199
N -1.494 0.018 -1.159
C -0.043 -0.218 -1.485
C 0.619 0.948 -2.212
C -1.655 -1.525 0.694
C -1.772 -1.686 2.151
O -2.260 -2.687 2.689
H -1.792 -0.889 7.587
H -1.746 -2.337 6.552
H -0.279 -1.388 6.876
H -2.626 -0.497 5.178
H -1.355 0.569 5.820
H -0.557 -1.940 4.379
H 0.278 -0.396 4.390
H -1.264 2.778 2.589
H -1.230 2.022 4.148
H 0.828 3.062 3.120
H 0.838 1.862 1.026
H 2.314 1.816 1.964
H 1.295 0.425 1.996
H -1.697 0.997 -1.313
H 0.507 -0.382 -0.567
H 0.010 -1.147 -2.041
H 1.639 0.987 -1.849
H 0.642 0.794 -3.282
H 0.168 1.896 -1.940
H -1.523 -2.370 0.038
C 2.598 4.160 -0.855
O 3.393 2.996 -0.992
C 4.257 2.992 -2.114
C 5.554 3.794 -1.940
C 5.372 5.307 -2.026
N 6.249 3.468 -0.691
H 2.292 4.564 -1.824
H 3.119 4.927 -0.279
H 1.700 3.874 -0.304
H 4.528 1.943 -2.261
H 3.711 3.312 -3.012
H 6.208 3.501 -2.767
H 4.972 5.723 -1.102
H 6.334 5.788 -2.201
H 4.703 5.581 -2.844
H 6.492 2.482 -0.687
H 5.583 3.567 0.070
C -3.556 -5.757 -4.522
O -3.631 -4.345 -4.575
C -4.101 -3.717 -3.399
C -3.051 -3.535 -2.294
C -2.713 -4.817 -1.537
N -1.812 -2.937 -2.802
H -4.372 -6.180 -3.930
H -2.598 -6.094 -4.120
H -3.639 -6.128 -5.543
H -4.428 -2.724 -3.717
H -4.987 -4.242 -3.018
H -3.481 -2.836 -1.571
H -2.037 -5.459 -2.102
H -2.215 -4.578 -0.597
H -3.613 -5.389 -1.303
H -2.022 -2.021 -3.189
H -1.509 -3.487 -3.602

---

Record 4
74
Properties=species:S:1:pos:R:3 method="wB97M-V/def2-TZVPD" homo_ha=-0.333 e_above_lowest_kcal_mol=230.9
C -1.489 -1.743 4.125
O -2.121 -0.422 4.003
C -1.407 0.562 3.569
O -0.204 0.522 3.220
O -2.341 1.620 3.399
C -1.756 2.870 3.016
H -2.247 -2.518 4.245
H -0.890 -1.749 5.036
H -0.824 -1.977 3.294
H -2.384 3.731 3.240
H -1.736 2.899 1.926
H -0.765 3.144 3.378
C 4.913 -0.531 -4.367
O 3.812 -1.118 -3.733
C 3.577 -0.947 -2.494
O 4.336 -0.373 -1.691
O 2.497 -1.641 -2.126
C 2.089 -1.732 -0.697
H 4.964 -0.625 -5.452
H 5.836 -0.721 -3.819
H 4.915 0.540 -4.165
H 1.649 -2.702 -0.465
H 1.352 -0.935 -0.602
H 2.841 -1.500 0.058
C 1.144 3.420 -3.196
C 1.717 2.071 -2.775
C 3.235 1.978 -2.856
O 1.018 1.032 -2.714
H 1.489 4.129 -2.443
H 0.067 3.491 -3.349
H 1.722 3.681 -4.083
H 3.646 2.411 -3.768
H 3.590 0.950 -2.935
H 3.783 2.330 -1.982
C -0.446 -1.441 -2.892
C 0.045 -2.631 -2.117
C 0.595 -3.779 -2.938
O -0.252 -2.687 -0.918
H -0.551 -0.523 -2.315
H -1.414 -1.827 -3.212
H 0.270 -1.386 -3.712
H -0.224 -4.228 -3.500
H 0.978 -4.531 -2.249
H 1.413 -3.426 -3.566
C -4.932 -1.960 4.056
C -4.798 -2.461 2.697
C -3.557 -2.038 1.912
O -5.611 -3.320 2.256
H -5.980 -1.894 4.346
H -4.514 -0.953 4.091
H -4.372 -2.453 4.851
H -2.694 -2.672 2.117
H -3.324 -1.034 2.266
H -3.766 -1.866 0.856
C -0.086 3.204 0.399
C 0.422 3.258 1.813
C 1.300 2.087 2.222
O 0.237 4.252 2.541
H 0.352 2.319 -0.064
H 0.342 4.082 -0.085
H -1.175 3.173 0.400
H 1.483 2.277 3.279
H 2.300 1.922 1.822
H 0.775 1.133 2.180
C -1.647 -0.693 0.869
C -0.310 -0.253 0.350
C -0.360 0.657 -0.934
O 0.736 -0.522 0.944
H -1.947 -1.740 0.931
H -2.477 -0.414 0.220
H -1.750 -0.301 1.881
H -0.591 1.669 -0.603
H -1.117 0.220 -1.586
H 0.621 0.633 -1.407

---

Record 5
97
Properties=species:S:1:pos:R:3 method="wB97M-V/def2-TZVPD" charge=+1 homo_ha=-0.416 e_above_lowest_kcal_mol=35.5
Mg 1.978 1.936 -0.858
Mg -2.916 -1.251 0.218
O 3.345 -3.612 5.432
C 3.753 -2.893 4.484
O 3.076 -1.827 3.947
B 4.076 -1.086 3.080
O 5.288 -1.926 3.002
C 5.153 -2.973 3.783
O 5.880 -3.982 3.892
O 4.399 0.179 3.678
C 4.106 1.148 2.888
O 4.152 2.330 3.100
C 3.563 0.517 1.605
O 3.531 -0.757 1.732
O 3.173 1.169 0.631
N 0.026 -0.230 0.007
O 0.826 -0.970 0.510
O -1.114 -0.578 0.030
O 0.383 0.753 -0.577
As -3.274 1.427 -2.305
F -3.404 0.164 -1.000
F -1.780 0.695 -2.913
F -3.196 2.614 -3.623
F -4.841 2.059 -1.683
F -2.327 2.474 -1.137
F -4.109 0.390 -3.475
C 2.457 -4.025 0.187
N 1.337 -4.113 -0.769
O 0.219 -4.525 -0.446
O 1.592 -3.790 -1.896
H 2.600 -2.989 0.492
H 3.383 -4.510 -0.121
H 2.044 -4.540 1.054
C 1.296 3.576 1.687
O 1.074 3.282 0.309
C 0.314 4.229 -0.318
C 0.719 4.266 -1.802
O 0.968 2.943 -2.236
C 0.878 2.669 -3.687
H 0.413 3.952 2.204
H 2.024 4.387 1.668
H 1.668 2.744 2.285
H 0.438 5.256 0.027
H -0.692 3.819 -0.229
H 1.567 4.947 -1.876
H -0.123 4.703 -2.338
H -0.164 2.637 -4.005
H 1.240 1.670 -3.931
H 1.560 3.358 -4.186
C -2.067 -2.601 2.852
O -2.757 -2.628 1.574
C -2.746 -3.959 1.139
C -3.106 -3.983 -0.318
O -2.781 -2.715 -0.959
C -2.706 -2.932 -2.433
H -2.346 -3.466 3.453
H -2.425 -1.864 3.571
H -1.027 -2.504 2.540
H -3.436 -4.590 1.698
H -1.808 -4.478 1.336
H -4.145 -4.256 -0.499
H -2.585 -4.768 -0.867
H -3.587 -3.447 -2.817
H -1.755 -3.379 -2.721
H -2.584 -1.922 -2.824
C 4.065 4.345 -0.411
O 3.503 3.130 -1.155
C 4.484 2.643 -2.049
C 4.200 1.167 -2.368
O 2.843 0.755 -2.132
C 2.505 -0.530 -2.587
H 4.518 5.055 -1.103
H 4.873 4.081 0.272
H 3.341 4.929 0.157
H 5.486 2.736 -1.630
H 4.427 3.228 -2.968
H 4.840 0.707 -1.616
H 4.545 0.902 -3.367
H 2.751 -1.309 -1.866
H 2.941 -0.746 -3.562
H 1.417 -0.543 -2.655
C -2.755 1.570 1.664
O -3.391 0.271 1.751
C -4.761 0.439 1.751
C -5.399 -0.916 1.619
O -4.823 -1.512 0.398
C -5.912 -1.983 -0.343
H -3.355 2.273 1.087
H -1.705 1.569 1.370
H -2.714 2.017 2.657
H -5.081 1.054 0.910
H -5.162 1.017 2.584
H -6.470 -0.713 1.599
H -5.141 -1.509 2.496
H -6.609 -2.585 0.240
H -5.755 -2.645 -1.194
H -6.404 -1.121 -0.794